Record 1
Here is an isolated molecule of C5H8O2 at a distorted geometry from the Open Molecules 2025 dataset. Energies are from ωB97M-V with the def2-TZVPD basis set.

Geometry as XYZ:
```
15
Properties=species:S:1:pos:R:3:forces:R:3
O 1.375263 -0.411521 1.161327 0.2 -0.5 -1.3
C 1.159228 0.932099 0.800932 0.0 0.2 -0.3
C 0.387520 1.085913 -0.496543 0.2 0.2 -0.1
O -1.012692 1.047259 -0.310730 0.0 0.2 -0.1
C -1.593127 -0.235344 -0.407094 0.1 -0.1 0.2
C -1.042263 -1.372236 0.320931 0.3 0.2 0.1
C 0.202741 -1.415069 1.016065 1.0 1.1 0.3
H -0.025567 -0.993308 1.995021 -1.8 -1.2 0.9
H 2.163388 1.360363 0.677500 -0.2 -0.1 0.0
H 0.645514 1.537308 1.574924 0.0 -0.4 -0.1
H 0.724527 0.312176 -1.205397 -0.1 0.1 0.0
H 0.600981 2.063664 -0.934279 0.0 0.0 0.0
H -1.566161 -0.605759 -1.460424 0.1 -0.1 0.2
H -2.664800 -0.100062 -0.195766 0.3 -0.1 0.0
H 0.701957 -2.391393 1.084674 -0.2 0.5 0.1
```
Forces are in eV/Å.

The spin multiplicity is 1. Its charge is 0. As for the lowest unoccupied orbital energy: -0.08 eV.

Record 2
Here is a cluster of 2 separate species, C5H8O2 in total at a distorted geometry from the Open Molecules 2025 dataset. Energies are from ωB97M-V with the def2-TZVPD basis set.

Geometry as XYZ:
```
15
Properties=species:S:1:pos:R:3:forces:R:3
C -0.758673 0.310280 -2.529722 -0.5 -1.3 -1.1
C -0.742976 1.203068 -1.622546 0.4 1.6 0.2
O -0.730413 2.182657 -1.008473 -0.1 0.4 1.1
C 0.553918 0.266276 1.087482 4.2 0.6 -1.3
O -0.311683 1.138470 1.658690 -1.0 0.5 0.2
C 0.831140 -1.028700 1.717789 0.0 -0.5 2.2
C 0.168765 -1.007345 0.443722 -1.6 -0.5 -1.4
H 1.515594 0.714008 0.699647 -1.2 -0.1 0.2
H -0.179265 -0.573487 -2.554294 0.4 -0.5 0.1
H -1.513885 0.502438 -3.263598 -0.3 -0.1 -0.5
H -0.626697 1.711781 0.943516 -0.1 0.0 0.3
H 0.179639 -1.200075 2.539545 -0.2 -0.4 0.8
H 1.774436 -1.531763 1.722317 0.6 0.4 0.4
H 0.718564 -1.499608 -0.330578 0.0 0.3 -0.8
H -0.878467 -1.187999 0.496503 -0.7 -0.3 -0.4
```
Forces are in eV/Å.

As for the SMILES: OC1CC1.C=C=O. The spin multiplicity is 1. Its charge is 0. As for the lowest unoccupied orbital energy: 0.79 eV.

Record 3
Here is an isolated molecule of C5H8O2 from the Open Molecules 2025 dataset. Energies are from ωB97M-V with the def2-TZVPD basis set.

Geometry as XYZ:
```
15
Properties=species:S:1:pos:R:3:forces:R:3
O -1.668330 0.408505 -0.412437 -0.2 0.1 -0.1
C 1.068751 1.537267 1.621800 0.0 -0.1 0.0
C 0.430101 0.429067 1.265374 0.2 0.2 0.2
C -1.049765 -0.529178 -1.277448 0.1 -0.3 -0.3
C 0.035674 -1.319329 -0.539040 0.0 0.0 0.0
C 0.998668 -0.380206 0.151075 0.3 0.0 -0.1
O 2.155764 -0.264844 -0.206670 -0.4 -0.1 0.0
H -1.954752 1.170355 -0.928215 0.0 -0.2 0.1
H 0.731075 2.183058 2.424618 0.0 0.0 -0.1
H 1.962509 1.804903 1.065549 0.0 0.0 0.2
H -0.525227 0.122772 1.681233 0.3 0.1 0.1
H -1.802425 -1.226878 -1.664756 0.1 0.1 -0.1
H -0.573635 -0.022047 -2.127128 -0.1 0.0 0.1
H 0.597212 -1.920699 -1.260555 -0.1 0.1 0.1
H -0.405620 -1.992745 0.206600 0.0 0.2 -0.1
```
Forces are in eV/Å.

As for the SMILES: C=CC(=O)CCO. The spin multiplicity is 1. Its charge is 0. As for the lowest unoccupied orbital energy: 0.59 eV.

Record 4
Here is an isolated molecule of C5H8O2 at a distorted geometry from the Open Molecules 2025 dataset. Energies are from ωB97M-V with the def2-TZVPD basis set.

Geometry as XYZ:
```
15
Properties=species:S:1:pos:R:3:forces:R:3
C -0.011618 0.550257 -1.855575 2.0 -0.6 -1.5
C -0.662773 0.801663 -0.582335 -0.7 1.0 0.2
O -1.806585 1.183729 -0.575037 -0.7 0.1 0.6
C -0.284414 -1.389463 0.545378 0.7 -0.2 0.0
O -0.827320 -1.904347 1.601097 -1.1 -0.5 0.1
C 0.189549 0.837527 0.689071 0.1 0.2 0.0
C 0.824519 -0.533089 1.002575 0.5 0.2 -0.4
H 0.747563 1.299154 -2.027784 0.4 0.6 0.1
H 0.550324 -0.365136 -1.868931 0.3 -0.6 0.3
H -0.559026 0.520561 -2.779563 -1.1 0.2 0.1
H -1.631162 -2.311867 1.252466 -0.2 -0.4 0.5
H -0.474602 1.160439 1.494669 0.1 -0.1 -0.1
H 0.975750 1.584295 0.556246 -0.1 0.1 0.0
H 1.682133 -0.713467 0.353269 0.1 0.2 0.0
H 1.124378 -0.629036 2.052549 -0.1 0.0 -0.1
```
Forces are in eV/Å.

The spin multiplicity is 1. Its charge is 0. As for the lowest unoccupied orbital energy: 0.68 eV.

Record 5
Here is an isolated molecule of C5H8O2 from the Open Molecules 2025 dataset. Energies are from ωB97M-V with the def2-TZVPD basis set.

Geometry as XYZ:
```
15
Properties=species:S:1:pos:R:3:forces:R:3
O -1.386084 1.083984 0.668519 -0.3 0.2 0.0
C -1.494924 -0.229068 0.139928 0.1 -0.3 -0.1
C -0.061179 -0.712817 0.022956 0.0 0.0 0.0
C 0.789752 -0.467823 1.309912 0.1 0.0 0.1
C 1.717256 0.404665 0.467757 0.4 0.2 0.1
O 2.762216 0.954855 0.688569 -0.5 -0.2 -0.1
C 0.849201 0.269488 -0.779103 0.2 0.0 -0.1
H -2.214157 1.561322 0.602749 -0.2 -0.1 0.0
H -2.076896 -0.891521 0.803089 0.1 0.2 -0.1
H -1.974016 -0.249118 -0.854356 0.1 0.2 0.2
H -0.013258 -1.746901 -0.339849 -0.1 0.3 0.1
H 0.281948 0.116139 2.087020 0.1 -0.2 -0.2
H 1.282919 -1.331179 1.766204 -0.1 0.1 -0.1
H 0.364951 1.218765 -1.038554 0.1 -0.2 0.0
H 1.388815 -0.118154 -1.648087 -0.1 0.0 0.1
```
Forces are in eV/Å.

As for the SMILES: O=C1CC(CO)C1. The spin multiplicity is 1. Its charge is 0. As for the lowest unoccupied orbital energy: 0.67 eV.

Record 6
Here is an isolated molecule of C5H8O2 from the Open Molecules 2025 dataset. Energies are from ωB97M-V with the def2-TZVPD basis set.

Geometry as XYZ:
```
15
Properties=species:S:1:pos:R:3:forces:R:3
O -1.887299 -1.312736 0.874419 -0.3 -0.1 0.1
C -1.048794 -0.204299 1.131436 0.3 0.3 0.1
C 0.192514 -0.356279 0.276646 0.0 -0.1 0.1
C 0.048316 -0.153307 -1.254662 -0.1 -0.1 -0.2
C 1.083027 1.004274 -1.227827 0.1 0.1 -0.1
C 1.130616 0.854374 0.292921 0.2 0.3 0.3
O 1.640828 1.483129 1.181176 -0.2 -0.3 -0.4
H -2.699204 -1.197733 1.382242 0.1 -0.1 -0.1
H -0.751145 -0.150266 2.189438 -0.1 0.0 -0.2
H -1.553006 0.743216 0.878112 0.0 -0.1 0.0
H 0.706527 -1.286462 0.547319 0.0 0.1 0.0
H 0.338287 -1.016431 -1.857051 -0.1 0.1 0.1
H -0.958063 0.155723 -1.550277 0.1 0.0 0.1
H 0.739597 1.985788 -1.570628 0.1 -0.1 0.1
H 2.041668 0.784186 -1.709468 -0.1 0.0 0.1
```
Forces are in eV/Å.

As for the SMILES: O=C1CC[C@@H]1CO. The spin multiplicity is 1. Its charge is 0. As for the lowest unoccupied orbital energy: 0.84 eV.

Record 7
Here is a structure of composition C5H8O2 at a distorted geometry from the Open Molecules 2025 dataset. Energies are from ωB97M-V with the def2-TZVPD basis set.

Geometry as XYZ:
```
15
Properties=species:S:1:pos:R:3:forces:R:3
C -2.246004 0.145455 0.280157 -0.1 0.1 0.3
C -1.091299 -0.786325 0.153472 0.5 0.7 1.3
C 0.962486 0.019781 -1.181401 0.8 0.8 -0.5
C 1.204885 0.218089 0.120058 0.1 -0.4 -0.9
O 0.167932 0.191962 0.964130 -1.6 -1.2 -1.6
C 2.595265 0.512349 0.609009 0.1 -0.4 -0.1
O 3.584110 0.188670 -0.011620 -0.5 0.2 0.4
H -2.231942 0.559488 1.283605 -0.3 0.1 0.0
H -3.198021 -0.359339 0.080864 0.1 -0.1 0.1
H -2.157022 0.965236 -0.444082 0.0 -0.2 0.2
H -1.072759 -1.261583 -0.865015 1.1 1.0 1.0
H -0.909327 -1.547275 0.886681 -0.7 -0.4 0.4
H 1.722110 -0.274392 -1.874282 0.5 0.4 -0.3
H -0.006806 0.337111 -1.556217 0.1 -0.7 -0.1
H 2.676390 1.090778 1.554642 -0.1 -0.2 -0.1
```
Forces are in eV/Å.

The spin multiplicity is 1. Its charge is 0. As for the lowest unoccupied orbital energy: 0.37 eV.

Record 8
Here is a structure of composition C5H8O2 from the Open Molecules 2025 dataset. Energies are from ωB97M-V with the def2-TZVPD basis set.

Geometry as XYZ:
```
15
Properties=species:S:1:pos:R:3:forces:R:3
O 1.644199 -0.958419 1.082372 0.2 -0.1 -0.1
C 1.445684 0.233994 0.455055 0.0 0.3 -0.2
C 2.146216 0.718645 -0.566669 -0.1 0.0 0.1
C -1.774384 0.897287 0.292784 -0.4 -0.1 -0.1
C -1.722188 -0.613836 0.470849 0.0 -0.2 0.3
C -1.259219 -0.572285 -0.934355 0.2 -0.8 -0.1
O -1.416874 0.732650 -1.043836 0.0 0.9 -0.3
H 2.394481 -1.405962 0.666482 -0.1 0.0 0.1
H 0.592906 0.762838 0.883470 0.2 -0.1 -0.1
H 1.873409 1.678452 -0.989378 0.0 -0.1 0.1
H 2.990682 0.190856 -1.005578 -0.1 0.0 0.1
H -2.672009 1.505467 0.418868 0.2 0.0 0.1
H -1.015794 -1.068688 1.172025 -0.1 0.1 0.0
H -2.728241 -1.021368 0.617832 0.1 0.0 0.0
H -0.498868 -1.079628 -1.519925 -0.1 0.0 0.1
```
Forces are in eV/Å.

The spin multiplicity is 1. Its charge is 0. As for the lowest unoccupied orbital energy (alpha / beta): 0.76 / 0.44 eV.